No. 1
{"formula": "C6H10Cl3NaO18", "method": "ωB97M-V with the def2-TZVPD basis set", "total_charge": -2, "orbital_gap_ev": 7.477, "de_lowest_ev": 0.0000, "species": ["Na", "Cl", "O", "O", "O", "O", "Cl", "O", "O", "O", "O", "Cl", "O", "O", "O", "O", "C", "C", "O", "C", "O", "O", "H", "H", "H", "H", "C", "O", "C", "O", "O", "C", "H", "H", "H", "H", "H", "H"], "positions_angstrom": [[-18.834005, 4.224105, 0.393709], [-17.633579, 7.679465, 0.945868], [-17.401381, 6.262626, 1.112486], [-17.550027, 8.334346, 2.230096], [-16.657941, 8.238206, 0.046633], [-18.970458, 7.885919, 0.390154], [-16.709476, 2.753117, -1.976397], [-17.114254, 2.392397, -0.629808], [-15.276275, 2.902169, -2.038970], [-17.127247, 1.724841, -2.904737], [-17.370159, 3.994991, -2.341928], [-18.645635, 2.282005, 3.030004], [-17.784798, 3.433560, 2.850753], [-19.688420, 2.338027, 2.020642], [-17.875167, 1.072846, 2.886450], [-19.256547, 2.317500, 4.337942], [-22.781683, 7.499912, -0.384483], [-22.186392, 8.292494, 0.781510], [-21.599939, 7.299162, 1.581731], [-21.376980, 6.200138, 0.823465], [-20.766113, 5.261304, 1.182197], [-21.938049, 6.346253, -0.407794], [-22.693631, 7.971471, -1.358455], [-23.810071, 7.182264, -0.194260], [-22.918747, 8.897929, 1.314422], [-21.433037, 9.000371, 0.414780], [-20.209408, 3.515913, -3.989319], [-21.429278, 3.192333, -3.308443], [-21.266039, 3.078776, -1.982027], [-20.223551, 3.262811, -1.437454], [-22.394687, 2.741740, -1.353062], [-23.539453, 2.444445, -2.107900], [-20.487741, 3.775052, -5.007743], [-19.495688, 2.692486, -3.986734], [-19.714506, 4.359856, -3.507489], [-23.430199, 1.533843, -2.705470], [-23.822128, 3.259837, -2.770717], [-24.336748, 2.239785, -1.392696]], "forces_ev_per_angstrom": [[0.4838, -0.4241, 0.2258], [-0.2596, 0.0651, 0.1059], [-0.2038, -0.0354, -0.1853], [-0.0309, 0.0231, -0.1185], [0.0069, 0.0397, -0.0304], [0.1207, -0.0603, -0.0046], [-0.2627, 0.0815, 0.2991], [0.0489, 0.1945, -0.2936], [-0.1495, 0.0505, -0.0443], [-0.0449, -0.2053, -0.1456], [0.1996, 0.0690, 0.0410], [0.2296, 0.1633, -0.0254], [-0.1440, -0.0543, -0.0277], [-0.0297, -0.0364, -0.2156], [-0.1367, -0.0528, 0.0362], [-0.0199, -0.0179, 0.1355], [0.3391, -0.1979, 0.1733], [-0.0962, 1.0073, -1.0057], [-0.3280, -0.2873, 0.1848], [0.1271, 0.8966, -0.1842], [0.2407, -0.6637, 0.1067], [-0.1936, -0.1347, 0.2736], [-0.0898, 0.2111, 0.0553], [-0.0236, 0.0134, -0.0525], [-0.1145, -0.4018, 0.3164], [0.2357, -0.3618, 0.1414], [0.5107, 0.4119, -0.2307], [-0.2470, -0.2177, -0.0538], [0.2682, 0.0723, -0.4398], [-0.0581, 0.0853, 0.6789], [0.3256, 0.0254, 0.3875], [-0.7191, -0.4463, -0.3029], [-0.1245, -0.0570, -0.0060], [-0.1373, -0.1041, 0.1644], [-0.0591, -0.0843, -0.0270], [0.2683, 0.1234, -0.0211], [-0.0151, 0.0841, 0.0324], [0.0824, 0.2257, 0.0564]], "lowdin_charge": [0.41, 0.66, -0.34, -0.37, -0.37, -0.38, 0.65, -0.35, -0.36, -0.39, -0.38, 0.64, -0.36, -0.38, -0.37, -0.38, -0.11, -0.14, 0.08, -0.55, 0.19, 0.06, 0.13, 0.12, 0.12, 0.13, -0.02, -0.03, -0.58, 0.16, 0.03, -0.07, 0.09, 0.09, 0.09, 0.10, 0.09, 0.09]}

***

No. 2
{"formula": "C15H18OS", "method": "ωB97M-V with the def2-TZVPD basis set", "total_charge": 0, "orbital_gap_ev": 8.124, "de_lowest_ev": 0.0000, "smiles": "O=C1/C(=C/c2cccs2)CC[C@H]1C1CCCC1", "species": ["O", "C", "C", "C", "C", "C", "C", "C", "S", "H", "H", "H", "H", "C", "H", "C", "H", "H", "C", "C", "C", "H", "C", "H", "H", "C", "H", "H", "C", "H", "H", "H", "H", "H", "H"], "positions_angstrom": [[1.996623, -0.494562, -0.027616], [0.871087, -0.087607, 0.149500], [0.475391, 1.326523, 0.257878], [1.396778, 2.308463, 0.233232], [1.198696, 3.711439, 0.375998], [2.174970, 4.678151, 0.291473], [1.691715, 5.981137, 0.486183], [0.351627, 6.010787, 0.725611], [-0.346753, 4.446216, 0.713672], [-0.272565, 6.863211, 0.907471], [2.308893, 6.861080, 0.453299], [3.205552, 4.444925, 0.091978], [2.427445, 2.002259, 0.091160], [-1.008225, 1.423173, 0.413092], [-1.435199, 2.219943, -0.197806], [-1.522964, 0.040076, -0.003219], [-2.451575, -0.222031, 0.500550], [-1.703829, 0.025464, -1.079632], [-0.384017, -0.931163, 0.325599], [-0.388108, -2.212283, -0.504314], [-1.694571, -3.008056, -0.380885], [-2.475285, -2.617353, -1.032010], [-1.326973, -4.461327, -0.728640], [-1.711965, -5.143574, 0.029065], [-1.756396, -4.758749, -1.684969], [0.209612, -4.511016, -0.780713], [0.607810, -5.406436, -0.305776], [0.550023, -4.501107, -1.817049], [0.667205, -3.234245, -0.081248], [1.672961, -2.932278, -0.362285], [0.635040, -3.364113, 1.002374], [-2.055656, -2.948566, 0.647295], [-0.221099, -1.948890, -1.554359], [-0.425452, -1.198727, 1.389698], [-1.260796, 1.639236, 1.455392]], "forces_ev_per_angstrom": [[0.0268, -0.0438, -0.0464], [0.0954, -0.1874, 0.0874], [0.4278, 0.8856, -0.0241], [-0.2200, -1.0194, -0.0768], [-0.3047, 0.8461, 0.1117], [-0.2300, -0.4456, -0.0089], [-0.1958, 0.2547, 0.0595], [-0.1338, -0.3010, -0.0005], [0.5557, 0.2079, -0.0653], [-0.0843, 0.2083, 0.0356], [0.0744, 0.1566, -0.0022], [0.1841, -0.1081, -0.0349], [0.0630, -0.0926, -0.0040], [-0.0883, 0.1177, -0.0035], [-0.0603, -0.0193, 0.0377], [0.0712, -0.0536, 0.1660], [-0.0396, -0.0214, -0.0645], [-0.0277, -0.0199, -0.0521], [-0.0763, -0.2959, -0.4412], [0.0698, 0.0522, 0.5012], [0.0350, 0.0752, -0.1571], [-0.1001, 0.0506, 0.0546], [-0.0745, -0.1192, -0.0603], [-0.0498, -0.0401, -0.0403], [-0.0553, -0.0648, 0.0265], [0.0288, -0.0470, 0.1204], [0.0524, -0.0597, -0.0735], [0.0500, -0.0278, -0.0218], [0.0922, -0.0281, -0.3579], [0.0233, 0.0045, 0.1110], [0.0022, 0.0321, 0.1190], [-0.0426, 0.0614, 0.0680], [0.0172, 0.0232, -0.0480], [-0.0004, -0.0110, 0.0475], [-0.0857, 0.0295, 0.0372]], "lowdin_charge": [0.10, -0.32, -0.16, -0.03, -0.49, -0.12, -0.19, -0.41, 1.06, 0.06, 0.10, 0.11, 0.13, -0.17, 0.08, -0.13, 0.12, 0.13, -0.22, -0.30, -0.16, 0.11, -0.18, 0.10, 0.10, -0.19, 0.10, 0.11, -0.16, 0.11, 0.12, 0.12, 0.16, 0.17, 0.12]}

***

No. 3
{"formula": "C10H18N3", "method": "ωB97M-V with the def2-TZVPD basis set", "total_charge": 2, "orbital_gap_ev": [10.064, 6.066], "multiplicity": 2, "s2": 0.768, "species": ["C", "C", "C", "C", "C", "C", "C", "H", "H", "H", "H", "H", "H", "H", "H", "C", "C", "C", "N", "N", "N", "H", "H", "H", "H", "H", "H", "H", "H", "H", "H"], "positions_angstrom": [[2.476628, -1.333949, -0.112694], [-0.869121, -3.604086, 1.333889], [-0.142983, -4.062695, 0.262023], [-0.735812, -2.315378, 1.813424], [0.888945, -3.254536, -0.203113], [0.385590, -1.509965, 1.469432], [1.204199, -2.054362, 0.362035], [-1.598960, -4.124557, 2.096484], [-0.426834, -4.977576, -0.244870], [-1.298066, -2.054484, 2.625218], [1.435851, -3.769561, -1.062425], [0.647181, -0.560103, 1.983311], [2.776429, -0.958443, -1.135042], [3.212167, -2.111837, -0.053507], [2.971727, -0.471694, 0.375024], [-1.269337, 2.181140, 0.572002], [-2.677154, 3.125121, 0.432612], [0.205731, 1.967789, -1.451351], [-0.958911, 1.811087, -0.831237], [1.070620, 2.789263, -0.667121], [0.730599, 1.412949, -2.600171], [-0.664855, 2.690736, 1.321152], [-1.739971, 1.339356, 1.073881], [-2.993904, 3.490439, 1.360587], [-3.381657, 2.348645, 0.109229], [-1.645056, 1.435769, -1.427011], [1.255100, 2.657695, 0.275017], [1.865667, 3.261768, -1.061610], [0.238280, 0.846157, -3.226681], [1.570669, 1.875393, -3.049238], [-2.532767, 3.929921, -0.339238]], "forces_ev_per_angstrom": [[0.8852, 0.6194, -0.4058], [-2.8681, -0.0949, 3.6608], [0.9572, 0.1222, -1.5708], [3.7916, 2.0926, -1.1141], [-0.4553, -4.0221, -2.0967], [-1.3756, -1.6535, -0.5615], [1.6717, 3.5875, 0.4897], [1.4424, -0.0607, -2.3870], [0.3147, -0.0825, 0.1129], [-1.5214, 0.8988, 1.8664], [-0.3153, 1.4764, 1.2027], [-0.2174, -0.9134, -0.4675], [-1.7340, -0.9374, 0.0717], [0.7080, -0.7668, 0.2321], [-1.2352, -0.4718, 1.0681], [-4.7999, 1.7254, -0.1396], [2.4388, -1.8011, -2.1244], [2.9977, 1.5846, 2.4561], [2.5483, -0.3107, -0.4092], [-0.3526, -0.4282, -3.5615], [0.8379, 2.5816, 1.5221], [1.0993, -0.1251, -1.1974], [0.6448, -0.5289, -0.1678], [-0.2327, 0.6441, 1.3494], [-0.2529, 0.6789, -0.2011], [-1.5648, -0.7550, -0.0705], [-0.5413, -0.5624, 2.0090], [0.0690, -0.2691, -0.7359], [-1.2960, -0.7199, -0.8330], [-1.4367, -0.6922, 1.0980], [-0.2072, -0.8157, 0.9047]], "lowdin_charge": [-0.01, 0.02, 0.02, -0.03, -0.01, 0.10, -0.15, 0.20, 0.14, 0.09, 0.17, 0.14, 0.12, 0.09, 0.10, -0.14, -0.01, -0.32, 0.08, 0.16, 0.20, 0.11, 0.09, 0.05, 0.07, 0.15, 0.07, 0.12, 0.10, 0.17, 0.10]}